{"formula": "C6H29N2O7", "method": "ωB97M-V with the def2-TZVPD basis set", "e_homo_ev": -11.73, "fmax_ev_per_a": 2.82, "gap_ev": 8.984, "lumo_ev": -2.7490, "energy_ev": -23998.7114, "e_above_lowest_kcal_mol": 52.3, "charge": 1, "elements": ["H", "H", "N", "O", "H", "H", "H", "O", "H", "H", "H", "H", "H", "O", "H", "C", "H", "C", "H", "H", "H", "H", "H", "C", "H", "H", "H", "H", "O", "H", "C", "O", "H", "H", "H", "O", "C", "H", "H", "N", "O", "C", "H", "H"], "xyz": [[-2.05027, 0.33798, -3.41979], [-0.80689, 1.48224, 1.52180], [0.55778, -0.02683, -1.62491], [-3.66401, 0.86885, -0.11252], [1.93484, 0.04468, 3.17655], [-0.29970, 2.52541, -3.57359], [0.88432, 1.97337, 3.93712], [1.59624, 1.80881, 3.32191], [1.28047, 2.00112, 2.43377], [2.13692, -1.29295, 1.33145], [1.98500, -0.92967, -2.87475], [-1.19250, 0.34967, -0.66850], [0.29356, -3.44610, 2.76019], [0.14845, -3.54892, 1.82535], [-2.25815, 3.43372, 1.47750], [-0.23494, 1.48649, -3.29013], [-0.31696, -4.28662, 1.44675], [-0.93191, -0.13572, -1.64921], [3.34187, 0.12126, 2.92701], [-3.96652, 0.78286, -1.01790], [1.07168, -2.45258, 0.71306], [-2.05512, 1.62297, -2.31717], [0.92573, -2.14274, -2.09908], [-1.43907, 0.82666, -2.69677], [-1.20783, -1.14530, -1.85864], [-1.54462, -2.05238, 1.79121], [-3.52591, -0.06393, 0.10250], [0.68043, -0.86056, 0.47152], [-1.52078, 3.01125, 1.03173], [-0.83554, 0.56935, 2.68576], [0.91715, 1.32460, -2.22965], [-2.08073, -1.44555, 1.20175], [3.01868, -0.64794, -0.47960], [0.72617, 1.95142, -1.33060], [-1.73297, -0.58237, 1.30711], [2.70704, -0.47343, 3.35152], [2.25442, -1.43107, -0.70324], [2.80821, -2.37396, -0.81757], [-0.07137, 0.95589, -4.23284], [1.46053, -1.51091, 0.58343], [-0.33532, 0.66179, 1.87865], [1.42477, -1.15478, -1.94708], [1.92599, 1.36601, -2.67064], [-2.00912, 2.49792, 0.33655]]}

{"formula": "C6H29NO10", "method": "ωB97M-V with the def2-TZVPD basis set", "e_homo_ev": -8.24, "fmax_ev_per_a": 3.22, "smiles": "Cc1c[nH]cc1C.O.O.O.O.O.O.O.O.O.O", "gap_ev": 8.095, "lumo_ev": -0.1484, "energy_ev": -28657.7382, "e_above_lowest_kcal_mol": 44.0, "elements": ["C", "H", "H", "H", "H", "H", "O", "O", "H", "H", "H", "H", "H", "C", "C", "H", "H", "H", "H", "H", "H", "H", "N", "H", "H", "O", "H", "H", "O", "C", "O", "H", "H", "O", "H", "O", "H", "O", "H", "O", "H", "C", "C", "H", "O", "H"], "xyz": [[0.70482, -0.82873, -0.37047], [4.39854, 2.05274, -1.63645], [-3.68924, 1.48465, -1.43525], [-1.60630, 3.97668, 1.01846], [4.13891, 3.05404, -0.37742], [-1.48068, 1.69613, 1.84740], [2.98196, -3.03822, -1.16197], [-1.10660, 2.44586, -1.70738], [1.43901, -1.31353, 2.16322], [-1.29544, 3.39823, -1.70425], [2.93377, -2.93174, -0.21132], [-0.08674, -4.37918, 3.17653], [1.84577, 2.20513, -3.40544], [-1.16455, -2.07875, 0.03622], [-1.11972, -1.71665, -1.32775], [-3.25391, -2.66512, -0.25917], [2.36519, 2.31460, -1.91789], [1.65680, -0.36504, -0.09492], [-2.86933, 4.74679, 1.05059], [-2.88890, 0.86255, 0.72148], [-2.72464, -0.43606, 1.55339], [-0.04295, -0.31025, 2.34476], [0.02804, -0.99334, -1.53937], [2.21501, -2.67861, -1.60329], [-0.25136, -1.89330, 2.77853], [-2.75740, 0.52009, 1.62921], [-2.30007, -3.79383, 0.57070], [-0.14572, 2.41325, -1.92313], [-1.99510, 4.80763, 0.64899], [-0.04594, -1.44286, 0.61373], [-0.45168, -4.71932, 2.35430], [-0.07306, -4.16095, 1.66830], [5.60579, 0.55908, 0.36179], [-3.07756, 0.79486, -1.15248], [-2.17326, 1.14532, -1.32498], [1.57559, 2.27133, -2.48866], [4.16715, -0.01361, 0.14309], [-0.80312, 2.35346, 1.55013], [-0.79705, 2.24155, 0.58623], [4.66958, 0.66755, 0.60625], [0.34089, -0.67377, -2.44169], [0.32638, -1.29682, 2.06101], [-2.47093, -2.67781, 0.49805], [-2.91503, -2.40202, 1.43888], [4.04680, 2.87806, -1.31251], [-1.85372, -2.08003, -2.02544]]}

{"formula": "C6H2ClN5", "method": "ωB97M-V with the def2-TZVPD basis set", "e_homo_ev": -10.34, "fmax_ev_per_a": 6.61, "smiles": "[H]/N=C(\\Cl)[C@H](C#N)N=C(C#N)C#N", "gap_ev": 8.695, "lumo_ev": -1.6453, "energy_ev": -26222.4894, "elements": ["C", "N", "C", "H", "C", "Cl", "N", "N", "H", "C", "C", "N", "C", "N"], "xyz": [[3.20481, -0.16798, 0.01029], [5.29837, -1.63656, 0.54530], [0.90302, 0.02888, -2.70897], [0.28348, -0.41255, 1.83977], [4.37599, -1.01293, 0.22459], [-0.75584, -1.62718, -0.88249], [2.58665, -0.43223, -1.07995], [0.57550, -0.20982, -3.78993], [1.28228, 1.42325, -1.16255], [1.35712, 0.25054, -1.44359], [2.82558, 0.73256, 1.04785], [2.60718, 1.43158, 1.90923], [0.26130, -0.56886, -0.19845], [0.61486, -0.25667, 0.94733]]}

{"formula": "C6H2F18MgN3O13S6", "method": "ωB97M-V with the def2-TZVPD basis set", "e_homo_ev": -8.01, "fmax_ev_per_a": 8.82, "gap_ev": 9.937, "lumo_ev": 1.9263, "energy_ev": -156710.7539, "charge": -1, "elements": ["F", "N", "O", "O", "F", "S", "O", "O", "F", "F", "O", "C", "F", "C", "C", "O", "S", "N", "F", "O", "S", "O", "O", "F", "Mg", "C", "F", "O", "F", "O", "S", "S", "F", "F", "O", "F", "C", "F", "F", "F", "S", "F", "H", "F", "H", "F", "O", "C", "N"], "xyz": [[-0.77949, -1.23419, 3.22171], [1.39460, 0.19009, 1.15577], [-2.71128, 2.91508, -0.38380], [2.64199, 2.05403, 2.30094], [4.94825, 1.28150, -0.10782], [1.44953, -1.72308, -2.42880], [0.87311, 0.41596, -4.27178], [2.03111, -2.12487, 2.01694], [0.13111, -3.52813, -4.17268], [-0.84653, -1.55405, -3.89832], [-0.69096, 2.87511, 0.88740], [-2.78059, 2.03322, 2.29921], [-2.89437, 0.82704, 2.84391], [0.28484, -0.63428, 3.68316], [-3.25545, -1.58652, 0.48239], [2.55028, -1.57132, -3.40069], [-3.01735, 0.06575, -0.48317], [0.77409, -0.17672, -1.82231], [-4.49592, -1.78525, 0.89104], [2.00045, 2.16617, -0.09764], [2.44089, 1.33386, 1.04716], [1.90097, -2.59798, -1.29776], [-0.31981, -2.08793, 0.39622], [-1.10245, 2.00386, -2.51398], [0.10633, -0.20367, -0.13525], [-0.12617, -2.48913, -3.23560], [0.23520, 3.12817, -3.84783], [3.11197, -0.31860, 3.37262], [4.69751, -0.18259, 1.61362], [-2.83338, -0.34632, -1.88499], [1.25956, 0.77584, -2.92151], [1.92575, -0.75531, 2.56108], [0.55366, -1.07529, 4.89077], [0.53133, 3.20051, -1.76410], [2.63131, 1.30270, -2.69497], [-4.00274, 2.64653, 2.20515], [0.16518, 2.38377, -2.71672], [-2.66217, -1.60749, 1.68647], [-2.83565, -2.56478, -0.33894], [3.78965, -0.65572, -0.18929], [-1.89656, 2.15367, 0.56606], [0.00692, 0.70065, 3.74912], [0.24150, -2.58461, 0.99159], [-2.00964, 2.75777, 3.09830], [-0.99538, -2.71066, 0.12780], [-0.83147, -2.94260, -2.20792], [-4.26078, 0.78369, -0.05890], [4.16855, 0.42886, 0.57521], [-1.49755, 0.61744, 0.21089]]}

{"formula": "C6H2InO4", "method": "ωB97M-V with the def2-TZVPD basis set", "e_homo_ev": -13.69, "fmax_ev_per_a": 0.93, "gap_ev": 5.171, "lumo_ev": -8.5175, "energy_ev": -19606.5019, "e_above_lowest_kcal_mol": 11.9, "charge": 1, "elements": ["O", "H", "C", "O", "H", "O", "In", "C", "C", "O", "C", "C", "C"], "xyz": [[15.04557, -10.82514, 15.47131], [11.97038, -8.17415, 13.52442], [11.58188, -11.47541, 14.63691], [10.69741, -12.30587, 14.69239], [13.23858, -12.62581, 15.45863], [10.41490, -10.22942, 13.03051], [10.23981, -12.67667, 11.87836], [13.90211, -10.58672, 15.18688], [12.25604, -9.11976, 13.97290], [14.20758, -8.25606, 14.85192], [13.50119, -9.21869, 14.70757], [11.34969, -10.22437, 13.82431], [12.90456, -11.62820, 15.18783]]}

{"formula": "C6H2N2", "method": "ωB97M-V with the def2-TZVPD basis set", "e_homo_ev": -10.18, "fmax_ev_per_a": 8.53, "smiles": "C#C/C(C#N)=C\\C#N", "gap_ev": 8.568, "lumo_ev": -1.6084, "energy_ev": -9228.4038, "e_above_lowest_kcal_mol": 54.8, "elements": ["N", "C", "N", "C", "H", "C", "C", "H", "C", "C"], "xyz": [[-3.29570, -0.46833, 0.19018], [-0.74044, -1.00826, -0.03755], [2.84411, -1.22592, 0.26373], [-2.07795, -0.47833, -0.06025], [-0.82058, -2.06439, -0.11599], [0.40910, -0.41006, -0.15486], [0.42963, 2.17593, 0.08569], [1.01669, 3.36289, 0.02615], [1.78998, -0.82318, -0.15394], [0.44517, 0.93965, -0.04314]]}

{"formula": "C6H2N4O2S", "method": "ωB97M-V with the def2-TZVPD basis set", "e_homo_ev": -12.38, "fmax_ev_per_a": 3.14, "smiles": "N#CC(C#N)S(=O)(=O)C(C#N)C#N", "gap_ev": 11.760, "lumo_ev": -0.6210, "energy_ev": -27140.7460, "elements": ["O", "H", "C", "H", "C", "C", "N", "N", "O", "C", "C", "S", "N", "C", "N"], "xyz": [[-1.34480, -0.14847, -1.52096], [1.46390, -0.26205, -1.22112], [-0.73142, -0.87523, 0.92679], [-0.51771, -0.42428, 1.82459], [-2.13127, -1.33041, 0.89290], [1.10914, 1.93714, -1.56063], [-3.23028, -1.63320, 1.01623], [0.76592, -2.76669, 0.01813], [-1.11649, 1.63922, 0.31735], [0.17047, -1.90627, 0.47640], [1.66122, 0.81803, 0.57323], [-0.74054, 0.46551, -0.37716], [1.38651, 2.84920, -2.20069], [1.03139, 0.73091, -0.72844], [2.22395, 0.90659, 1.56340]]}